(1)
Computed, not measured: a structure of composition C41H43F4N6O6PS2Si2Zr in a non-equilibrium geometry, with wB97M-V/def2-TZVPD.

## Properties
* HOMO: -7.22 eV
* E_LUMO: -0.059 Eh
* HOMO-LUMO gap: 5.6 eV

Each line ends with the Mulliken charge.
Element x y z (Å)
Zr (-0.53, -0.11, 0.18)  0.024
N (2.06, 3.02, -0.21)  0.035
P (0.99, 2.43, 0.97)  2.134
C (1.58, 3.06, 2.57)  0.205
C (1.51, 4.43, 2.88)  -0.592
C (2.02, 4.90, 4.07)  -0.787
C (2.60, 4.02, 4.98)  -0.627
C (2.69, 2.67, 4.68)  -0.721
C (2.18, 2.20, 3.48)  0.002
C (-0.44, 3.51, 0.62)  0.469
C (-0.68, 3.99, -0.66)  -1.084
C (-1.86, 4.67, -0.94)  -0.609
C (-2.81, 4.86, 0.05)  -0.623
C (-2.57, 4.38, 1.34)  -0.707
C (-1.39, 3.71, 1.62)  -0.432
C (3.09, 2.27, -0.77)  0.170
C (3.64, 2.65, -1.99)  -0.754
C (4.66, 1.89, -2.51)  -0.393
C (5.10, 0.77, -1.81)  -0.890
C (4.48, 0.48, -0.61)  -0.157
N (3.50, 1.22, -0.08)  -0.116
H (1.95, 3.96, -0.55)  0.399
H (1.05, 5.11, 2.18)  0.425
H (1.96, 5.96, 4.30)  0.421
H (2.99, 4.40, 5.92)  0.402
H (3.15, 1.99, 5.38)  0.472
H (2.27, 1.14, 3.24)  0.482
H (0.02, 3.80, -1.47)  0.170
H (-2.04, 5.04, -1.94)  0.399
H (-3.74, 5.37, -0.17)  0.390
H (-3.30, 4.53, 2.12)  0.426
H (-1.21, 3.35, 2.62)  0.437
H (3.25, 3.51, -2.53)  0.408
H (5.11, 2.15, -3.46)  0.422
H (5.90, 0.14, -2.18)  0.442
H (4.79, -0.38, -0.03)  0.289
C (-2.19, -1.80, 4.18)  -1.383
Si (-1.84, -0.15, 3.35)  0.751
C (-1.45, 1.21, 4.58)  -1.101
C (-3.35, 0.33, 2.37)  -1.054
N (-0.44, -0.37, 2.24)  1.518
C (0.75, -0.84, 2.81)  0.634
C (1.00, -1.07, 4.17)  -0.595
C (2.22, -1.55, 4.61)  -1.281
C (3.26, -1.81, 3.73)  -0.646
C (3.06, -1.58, 2.37)  -1.042
C (1.84, -1.10, 1.98)  0.487
F (1.62, -0.85, 0.64)  0.000
H (-3.27, -1.92, 4.30)  0.476
H (-1.75, -1.89, 5.18)  0.419
H (-1.83, -2.64, 3.59)  0.355
H (-2.31, 1.86, 4.70)  0.409
H (-0.61, 1.81, 4.24)  0.077
H (-1.19, 0.82, 5.57)  0.510
H (-4.18, 0.31, 3.09)  0.565
H (-3.62, -0.35, 1.56)  0.246
H (-3.30, 1.34, 1.95)  0.034
H (0.23, -0.88, 4.89)  0.255
H (2.36, -1.72, 5.67)  0.472
H (4.21, -2.19, 4.08)  0.429
H (3.84, -1.75, 1.64)  0.399
F (-1.74, -0.77, -2.49)  -0.198
C (-2.93, -0.30, -2.06)  0.559
F (-3.82, -0.46, -3.02)  -0.212
F (-3.27, -1.06, -1.00)  -0.199
S (-2.83, 1.50, -1.53)  0.733
O (0.50, 0.61, -1.44)  0.121
O (-4.23, 1.76, -1.23)  -0.650
O (-2.07, 1.13, -0.17)  -0.452
C (-1.17, 3.17, -5.66)  -0.839
Si (0.52, 2.42, -5.35)  -0.259
C (0.91, 1.12, -6.64)  -1.014
C (1.83, 3.75, -5.37)  -0.880
C (0.50, 1.65, -3.70)  -0.619
C (0.51, 1.14, -2.60)  0.593
H (-1.17, 3.78, -6.56)  0.344
H (-1.46, 3.80, -4.82)  0.182
H (-1.93, 2.39, -5.78)  0.298
H (0.95, 1.55, -7.64)  0.329
H (0.15, 0.33, -6.64)  0.312
H (1.88, 0.65, -6.44)  0.299
H (1.93, 4.20, -6.36)  0.420
H (2.81, 3.34, -5.09)  0.199
H (1.59, 4.55, -4.66)  0.283
O (-3.53, -10.35, -0.04)  -0.667
S (-3.92, -8.98, -0.26)  1.182
O (-4.04, -8.18, 0.95)  -0.665
O (-4.94, -8.75, -1.26)  -0.674
C (-2.47, -8.24, -1.10)  0.018
N (-1.79, -8.98, -1.98)  -0.466
C (-0.76, -8.39, -2.58)  -0.346
C (-0.39, -7.08, -2.33)  -0.676
C (-1.18, -6.39, -1.42)  0.333
N (-2.21, -6.97, -0.82)  -0.273
C (-0.94, -4.99, -1.01)  1.389
C (-1.72, -4.46, 0.03)  -0.959
C (-1.51, -3.16, 0.43)  -0.729
N (-0.56, -2.38, -0.12)  0.506
C (0.20, -2.90, -1.10)  -0.677
C (0.02, -4.17, -1.60)  -1.080
H (-0.20, -9.00, -3.28)  0.416
H (0.47, -6.64, -2.82)  0.330
H (-2.47, -5.09, 0.49)  0.735
H (-2.10, -2.71, 1.21)  0.560
H (0.95, -2.24, -1.52)  0.609
H (0.64, -4.50, -2.41)  0.321

(2)
Computed, not measured: a structure of composition C41H44AsBN6O2RuS5, with wB97M-V/def2-TZVPD.

## Properties
* HOMO (alpha / beta): -4.42 / -5.57 eV
* E_LUMO (alpha / beta): 0.087 / 0.040 Eh
* HOMO-LUMO gap (alpha / beta): 6.8 / 6.7 eV
* <S²>: 8.78
* total charge: -1
* 2S+1: 6

Each line ends with the Mulliken spin population.
Element x y z (Å)
Ru (0.23, 0.17, 0.08)  3.659
C (1.93, 5.50, 0.60)  -0.001
C (1.66, 4.15, -0.05)  -0.003
C (2.28, 4.10, -1.45)  0.003
C (0.19, 3.85, -0.09)  0.009
C (-0.82, 4.81, -0.21)  0.012
C (-1.99, 4.11, -0.11)  0.001
N (-1.69, 2.81, 0.04)  -0.024
N (-0.35, 2.63, 0.03)  0.100
B (-2.70, 1.71, 0.36)  -0.099
N (-2.82, 0.69, -0.78)  -0.022
C (-3.92, 0.50, -1.52)  0.005
C (-3.70, -0.56, -2.36)  0.011
C (-2.41, -1.00, -2.05)  -0.004
N (-1.87, -0.23, -1.09)  0.054
C (-1.74, -2.19, -2.68)  0.001
C (-2.49, -3.47, -2.30)  -0.005
C (-1.70, -2.03, -4.19)  -0.007
N (-2.39, 1.01, 1.68)  -0.030
C (-3.14, 1.09, 2.79)  0.006
C (-2.59, 0.26, 3.74)  0.007
C (-1.48, -0.32, 3.12)  0.004
N (-1.37, 0.13, 1.87)  0.105
C (-0.57, -1.32, 3.76)  -0.009
C (0.81, -0.71, 4.06)  0.007
C (-0.48, -2.61, 2.95)  0.029
H (3.00, 5.63, 0.77)  0.000
H (1.60, 6.32, -0.04)  0.000
H (1.41, 5.59, 1.56)  0.000
H (2.13, 3.39, 0.57)  0.004
H (1.75, 4.77, -2.12)  0.000
H (3.33, 4.41, -1.41)  0.000
H (2.24, 3.09, -1.85)  -0.004
H (-0.70, 5.88, -0.31)  0.001
H (-3.02, 4.43, -0.11)  0.000
H (-3.78, 2.24, 0.47)  0.000
H (-4.77, 1.13, -1.38)  0.000
H (-4.38, -0.98, -3.08)  0.001
H (-0.73, -2.26, -2.27)  -0.007
H (-3.52, -3.44, -2.68)  0.001
H (-1.99, -4.34, -2.73)  0.003
H (-2.53, -3.60, -1.22)  0.003
H (-2.71, -1.98, -4.60)  0.000
H (-1.18, -1.11, -4.49)  0.001
H (-1.18, -2.87, -4.66)  0.001
H (-4.00, 1.73, 2.81)  0.000
H (-2.94, 0.08, 4.74)  0.001
H (-1.04, -1.55, 4.72)  0.000
H (1.31, -0.41, 3.14)  0.005
H (0.71, 0.17, 4.70)  0.000
H (1.44, -1.45, 4.57)  0.003
H (-0.14, -2.41, 1.93)  -0.021
H (0.23, -3.30, 3.41)  -0.006
H (-1.45, -3.10, 2.89)  -0.003
S (4.62, -6.97, 2.07)  0.097
C (3.58, -5.78, 1.62)  0.014
S (3.90, -4.10, 1.82)  -0.017
C (2.44, -3.44, 1.09)  0.141
C (1.53, -4.41, 0.62)  0.099
S (0.07, -4.15, -0.13)  0.369
S (2.05, -6.07, 0.87)  -0.023
S (2.32, -1.77, 1.05)  0.393
C (4.04, 1.57, 1.25)  -0.003
C (2.64, 1.22, 0.82)  -0.051
O (1.73, 1.10, 1.67)  0.095
O (2.42, 1.01, -0.40)  0.059
H (4.05, 1.97, 2.26)  0.000
H (4.47, 2.29, 0.55)  0.000
H (4.64, 0.66, 1.21)  0.000
C (1.51, -4.08, -5.86)  0.000
C (1.56, -4.47, -4.53)  -0.005
C (1.57, -3.52, -3.53)  0.001
C (1.53, -2.16, -3.83)  0.016
C (1.49, -1.77, -5.17)  0.006
C (1.48, -2.73, -6.17)  0.001
As (1.62, -0.89, -2.32)  -0.090
C (3.56, -0.77, -2.41)  0.014
C (4.48, -1.61, -1.81)  0.020
C (5.84, -1.38, -2.01)  0.003
C (6.26, -0.31, -2.79)  0.001
C (5.33, 0.53, -3.39)  0.000
C (3.98, 0.30, -3.21)  0.004
C (2.88, 1.12, -3.77)  0.001
C (3.03, 2.21, -4.62)  -0.002
C (1.91, 2.89, -5.07)  0.001
C (0.64, 2.51, -4.66)  -0.003
C (0.48, 1.42, -3.81)  0.021
C (1.60, 0.73, -3.39)  0.001
H (1.49, -4.82, -6.65)  0.000
H (1.58, -5.52, -4.28)  0.001
H (1.59, -3.84, -2.49)  0.031
H (1.46, -0.72, -5.43)  0.000
H (1.44, -2.41, -7.21)  0.000
H (4.16, -2.43, -1.19)  0.002
H (6.57, -2.03, -1.54)  0.000
H (7.32, -0.13, -2.93)  0.000
H (5.67, 1.36, -4.00)  0.000
H (4.02, 2.53, -4.94)  0.000
H (2.03, 3.74, -5.73)  0.000
H (-0.23, 3.07, -4.99)  0.000
H (-0.51, 1.12, -3.48)  0.011

(3)
Computed, not measured: a structure of composition C41H44Cl2N6O6SSr, with wB97M-V/def2-TZVPD.

## Properties
* HOMO: -7.93 eV
* E_LUMO: 0.006 Eh
* HOMO-LUMO gap: 8.1 eV

Each line ends with the Mulliken charge.
Element x y z (Å)
Sr (-0.21, -0.32, -0.13)  1.140
N (-2.08, 0.69, -1.74)  0.066
C (-1.55, 1.08, -3.06)  0.223
C (-1.88, 0.06, -4.13)  -1.318
C (-1.45, -1.38, -3.82)  -0.576
C (0.07, -1.55, -3.64)  0.067
N (0.40, -1.86, -2.24)  0.101
H (-2.91, 0.12, -1.84)  0.097
H (-2.32, 1.49, -1.17)  0.005
H (-0.46, 1.19, -2.97)  -0.381
H (-1.94, 2.05, -3.37)  0.385
H (-1.43, 0.38, -5.07)  0.426
H (-2.97, 0.07, -4.30)  0.417
H (-1.79, -2.02, -4.63)  0.360
H (-1.95, -1.73, -2.92)  0.270
H (0.59, -0.63, -3.90)  -0.335
H (0.44, -2.32, -4.32)  0.461
H (1.41, -1.96, -2.14)  -0.288
H (-0.01, -2.75, -1.97)  0.198
O (1.59, -1.60, 1.21)  -0.173
C (2.24, -0.98, 2.31)  -0.594
C (1.39, 0.05, 3.01)  0.445
C (1.69, 0.42, 4.32)  -1.170
C (0.95, 1.40, 4.93)  -0.494
C (-0.09, 1.99, 4.23)  -0.976
C (-0.33, 1.56, 2.94)  -0.154
N (0.40, 0.62, 2.33)  0.957
H (0.95, -2.27, 1.49)  0.156
H (3.10, -0.47, 1.89)  -0.060
H (2.58, -1.73, 3.03)  0.569
H (2.51, -0.08, 4.84)  0.507
H (1.17, 1.71, 5.95)  0.410
H (-0.71, 2.76, 4.66)  0.503
H (-1.13, 1.98, 2.35)  0.173
C (-4.85, 1.61, 2.69)  -0.842
C (-4.56, 2.86, 3.19)  -0.579
C (-3.67, 3.67, 2.49)  -1.025
C (-3.10, 3.18, 1.32)  0.329
N (-3.39, 1.97, 0.84)  -0.012
C (-4.24, 1.21, 1.51)  -0.158
C (-2.09, 3.97, 0.55)  0.878
C (-2.08, 5.36, 0.58)  -0.866
C (-1.11, 6.03, -0.15)  -0.631
C (-0.18, 5.30, -0.87)  -0.938
C (-0.27, 3.91, -0.84)  -0.651
N (-1.21, 3.26, -0.15)  0.397
H (-5.53, 0.94, 3.20)  0.432
H (-5.00, 3.21, 4.11)  0.432
H (-3.40, 4.64, 2.87)  0.383
H (-4.42, 0.22, 1.09)  0.515
H (-2.83, 5.91, 1.13)  0.447
H (-1.08, 7.12, -0.15)  0.408
H (0.60, 5.78, -1.44)  0.483
H (0.43, 3.28, -1.37)  0.606
C (-5.23, -6.42, 4.20)  -1.414
C (-4.44, -5.45, 3.36)  1.022
C (-3.60, -5.89, 2.34)  -0.919
C (-2.89, -4.99, 1.57)  -0.664
C (-3.00, -3.63, 1.81)  -0.358
C (-3.83, -3.17, 2.83)  -0.288
C (-4.54, -4.08, 3.59)  -0.697
S (-2.14, -2.49, 0.79)  2.027
O (-2.84, -2.39, -0.47)  -0.698
O (-0.77, -3.00, 0.62)  -0.787
O (-2.10, -1.21, 1.52)  -0.517
H (-5.01, -7.45, 3.92)  0.336
H (-6.30, -6.26, 4.08)  0.325
H (-4.99, -6.30, 5.26)  0.331
H (-3.51, -6.95, 2.15)  0.283
H (-2.23, -5.34, 0.78)  0.415
H (-3.89, -2.11, 3.02)  0.394
H (-5.18, -3.72, 4.39)  0.382
Cl (3.83, -2.09, -2.60)  -0.201
C (4.70, -1.44, -1.24)  1.250
C (4.66, -2.16, -0.06)  -0.611
C (5.40, -1.76, 1.04)  -0.570
C (6.17, -0.62, 0.94)  -0.660
C (6.19, 0.10, -0.23)  0.770
Cl (7.16, 1.55, -0.28)  -0.271
C (5.46, -0.26, -1.37)  -1.045
N (5.57, 0.49, -2.53)  -0.178
C (4.48, 0.77, -3.43)  -0.525
C (4.50, 0.20, -4.69)  -0.456
C (3.50, 0.47, -5.60)  -0.470
C (2.46, 1.33, -5.25)  -0.835
C (2.46, 1.91, -4.00)  -0.233
C (3.46, 1.66, -3.06)  1.174
C (3.40, 2.31, -1.71)  -1.328
C (2.56, 1.49, -0.71)  0.157
O (3.05, 1.17, 0.37)  -0.699
O (1.38, 1.23, -1.12)  0.545
H (4.05, -3.05, -0.03)  0.370
H (5.37, -2.34, 1.95)  0.428
H (6.76, -0.27, 1.78)  0.413
H (6.16, 1.29, -2.39)  0.425
H (5.32, -0.47, -4.94)  0.467
H (3.52, 0.01, -6.58)  0.398
H (1.67, 1.54, -5.95)  0.426
H (1.66, 2.59, -3.72)  0.174
H (2.92, 3.28, -1.82)  0.509
H (4.39, 2.47, -1.28)  0.378

Respective energy relative to the best compared isomer or geometry (same formula, charge and spin) values: 25.0 8.0 18.4 kcal/mol.